Entry 1:
2 unconnected molecules or ions with the total composition C9H16N3 in a non-equilibrium geometry, computed with ωB97M-V with the def2-TZVPD basis set.

Each line ends with the Löwdin charge.
Geometry (Å):
C 3.0528 0.8465 0.5983  -0.023
C 2.5391 -1.0196 -0.8985  -0.444
N 2.1862 -1.4620 -2.0995  0.218
N 2.4780 0.2604 -0.6047  0.050
N 2.7573 -1.9251 0.0666  0.209
H 1.9016 -0.9267 -2.9067  0.141
H 1.9227 -2.4233 -2.2231  0.130
H 2.1516 0.9079 -1.2996  0.144
H 3.5126 -1.9636 0.7343  0.135
H 2.5819 -2.8591 -0.2754  0.124
H 2.3370 0.7072 1.4088  0.094
H 3.1788 1.9169 0.4916  0.104
H 3.9508 0.3849 0.9811  0.090
C -2.7845 -0.3527 2.3719  -0.056
C -1.9012 1.1523 -1.5350  -0.094
C -3.2068 1.2319 -1.0332  -0.065
C -0.8648 0.8070 -0.6815  -0.112
C -3.4564 0.7206 0.2288  -0.039
C -1.1366 0.2529 0.5684  -0.058
C -2.4270 0.2995 1.0825  -0.270
H -1.6450 1.6729 -2.4495  0.099
H -3.8642 1.8973 -1.5779  0.110
H 0.1263 0.9717 -1.0407  0.053
H -4.4588 0.6849 0.6354  0.113
H -0.3392 -0.2716 1.0919  0.101
H -3.8464 -0.4562 2.5704  0.079
H -2.4735 0.2393 3.2336  0.083
H -2.2724 -1.2946 2.5616  0.082

Values from the calculation:
Gap between HOMO and LUMO ... 8.534 eV
2S+1 ... 1
Charge ... +1



Entry 2:
2 unconnected molecules or ions with the total composition C5H8O2, computed with ωB97M-V with the def2-TZVPD basis set.

Each line ends with the Löwdin charge.
Geometry (Å):
C 1.6736 1.6199 0.5305  -0.036
C 0.5988 0.6402 0.8926  -0.395
O 0.9380 -0.6908 1.0596  0.001
C -0.6545 1.0279 1.0585  -0.127
O -1.7505 1.4210 1.2107  0.157
H 2.5476 1.4337 1.1630  0.085
H 1.9799 1.5143 -0.5183  0.081
H 1.3452 2.6516 0.6888  0.086
H 0.8896 -1.1130 0.1858  0.066
C -0.8798 -1.9791 -1.0046  -0.089
C -1.6015 -0.8679 -1.1212  -0.071
H -0.1162 -2.2442 -1.7336  0.058
H -1.0310 -2.6694 -0.1781  0.063
H -1.4529 -0.1662 -1.9384  0.065
H -2.3720 -0.6089 -0.3990  0.056

Values from the calculation:
Gap between HOMO and LUMO ... 9.342 eV
2S+1 ... 1
Charge ... 0
SMILES string ... CC(O)=C=O.C=C



Entry 3:
7 unconnected molecules or ions with the total composition C36H60FINO17P in a non-equilibrium geometry, computed with ωB97M-V with the def2-TZVPD basis set.

Each line ends with the Löwdin charge.
Geometry (Å):
C 0.0710 -1.5768 0.1511  -0.062
C -0.1584 -0.0935 0.3808  -0.219
N -0.0482 0.6796 -0.8923  -0.070
C -1.3457 1.2359 -1.2934  -0.169
C -2.2539 0.1551 -1.8511  -0.166
O -3.0809 -0.4178 -0.8095  -0.158
P -4.6137 -0.0849 -0.9290  0.362
O -5.2747 -0.6744 -2.0944  -0.207
O -4.6265 1.5011 -0.9099  -0.167
C -5.8786 2.1545 -1.1538  -0.190
C -6.4514 2.7814 0.1154  -0.135
C -5.3876 3.2703 1.0886  -0.210
F -4.3303 3.8751 0.4440  -0.033
O -5.1662 -0.5570 0.4780  -0.148
C -6.2087 -1.5506 0.4716  -0.248
C -7.5892 -0.9348 0.3952  -0.320
C -8.6680 -1.9163 0.7963  -0.630
I -8.8857 -3.4578 -0.6858  0.773
C 0.9005 1.7610 -0.6831  -0.455
C 0.5579 2.8613 0.2955  0.013
O 1.9532 1.7639 -1.2892  0.097
H 1.0267 -1.6916 -0.3425  0.053
H -0.7448 -2.0370 -0.3977  0.070
H 0.1580 -2.0604 1.1236  0.079
H 0.5993 0.2424 1.0874  0.111
H -1.1203 0.0818 0.8644  0.115
H -1.8636 1.7692 -0.4929  0.114
H -1.1614 1.9411 -2.1042  0.138
H -2.8296 0.5041 -2.7016  0.119
H -1.6132 -0.6491 -2.2016  0.127
H -6.6163 1.4832 -1.5862  0.111
H -5.6909 2.9255 -1.8932  0.128
H -7.0622 3.6301 -0.1901  0.114
H -7.0995 2.0724 0.6235  0.099
H -5.0750 2.4444 1.7239  0.120
H -5.8509 4.0186 1.7323  0.102
H -6.1398 -2.0479 1.4381  0.128
H -6.0529 -2.3121 -0.2841  0.090
H -7.6002 -0.1510 1.1587  0.112
H -7.7870 -0.4844 -0.5739  0.103
H -9.6294 -1.4341 0.9148  0.043
H -8.4266 -2.4053 1.7331  0.045
H 0.6680 2.4421 1.2962  0.090
H -0.4722 3.1946 0.2409  0.074
H 1.2403 3.6999 0.2434  0.077
O 2.9719 -3.8669 -0.2822  0.101
C 3.0680 -3.5984 -1.4479  -0.492
C 3.8870 -4.3241 -2.4939  -0.071
C 3.9254 -3.3213 -3.6410  -0.142
C 2.6170 -2.5706 -3.4411  -0.133
O 2.3897 -2.5782 -2.0150  0.009
H 3.3653 -5.2393 -2.7757  0.105
H 4.8727 -4.5657 -2.1065  0.133
H 4.0132 -3.7795 -4.6230  0.111
H 4.7666 -2.6390 -3.5058  0.119
H 1.7748 -3.0693 -3.9245  0.129
H 2.6618 -1.5394 -3.7817  0.126
O 3.9206 6.5174 1.8980  0.098
C 4.2599 5.5155 1.3350  -0.497
C 5.4299 5.3325 0.3897  -0.065
C 5.1073 3.9966 -0.2799  -0.141
C 4.3169 3.2850 0.8081  -0.140
O 3.6289 4.3370 1.5176  0.013
H 6.3464 5.2876 0.9805  0.132
H 5.4822 6.1581 -0.3143  0.124
H 5.9801 3.4359 -0.6064  0.118
H 4.4703 4.1654 -1.1494  0.119
H 4.9617 2.7600 1.5152  0.130
H 3.5768 2.5984 0.4057  0.097
O 3.1399 -6.4020 -4.9859  0.104
C 3.8030 -7.3432 -4.6498  -0.488
C 3.3391 -8.7628 -4.4101  -0.069
C 4.5032 -9.3673 -3.6325  -0.152
C 5.6812 -8.5554 -4.1559  -0.143
O 5.1364 -7.2524 -4.4526  0.024
H 3.1928 -9.2456 -5.3781  0.134
H 2.4125 -8.7732 -3.8481  0.107
H 4.6218 -10.4391 -3.7747  0.121
H 4.3698 -9.1851 -2.5708  0.096
H 6.1019 -8.9674 -5.0760  0.124
H 6.4789 -8.4448 -3.4256  0.123
O -5.1492 10.2060 1.0029  0.130
C -5.2557 9.0462 1.2586  -0.487
C -4.8237 8.3332 2.5274  -0.072
C -4.8427 6.8645 2.1065  -0.162
C -5.9170 6.8632 1.0260  -0.168
O -5.8362 8.1586 0.4117  0.028
H -5.5537 8.5478 3.3090  0.130
H -3.8402 8.6717 2.8384  0.125
H -5.0496 6.1700 2.9188  0.111
H -3.8817 6.5929 1.6691  0.119
H -6.9220 6.7388 1.4387  0.128
H -5.7459 6.1007 0.2696  0.109
O 6.8369 4.2230 4.0742  0.113
C 6.2045 4.7958 4.9138  -0.483
C 4.8672 5.4838 4.7466  -0.073
C 4.7771 6.3420 6.0071  -0.146
C 5.6045 5.5315 6.9970  -0.157
O 6.6130 4.8816 6.2027  0.025
H 4.0860 4.7231 4.7106  0.139
H 4.8518 6.0743 3.8381  0.096
H 3.7611 6.5299 6.3478  0.115
H 5.2552 7.3061 5.8292  0.119
H 5.0146 4.7622 7.5004  0.124
H 6.0933 6.1468 7.7485  0.122
O 2.2798 -9.9747 -1.5549  0.114
C 1.8496 -8.9698 -1.0651  -0.486
C 0.6708 -8.8227 -0.1242  -0.068
C 0.3841 -7.3213 -0.1871  -0.140
C 1.7627 -6.7484 -0.4885  -0.135
O 2.4184 -7.7646 -1.2818  0.018
H 0.9812 -9.1426 0.8714  0.132
H -0.1641 -9.4292 -0.4627  0.125
H -0.0558 -6.9128 0.7197  0.118
H -0.2945 -7.1113 -1.0151  0.120
H 2.3511 -6.5770 0.4124  0.133
H 1.7227 -5.8306 -1.0556  0.101

Values from the calculation:
Gap between HOMO and LUMO ... 9.631 eV
2S+1 ... 1
Charge ... 0
SMILES string ... CCN(CCO[P@](=O)(OCCCF)OCCCI)C(C)=O.O=C1CCCO1.O=C1CCCO1.O=C1CCCO1.O=C1CCCO1.O=C1CCCO1.O=C1CCCO1



Entry 4:
2 unconnected molecules or ions with the total composition CH5OS in a non-equilibrium geometry, computed with ωB97M-V with the def2-TZVPD basis set.

Each line ends with the Löwdin charge.
Geometry (Å):
S -2.3372 -1.0522 0.9845  -0.215
H -2.5362 -0.5068 2.2196  -0.427
C 1.0671 0.3654 -0.8402  -0.168
O 0.5206 0.3746 0.5193  -0.246
H 2.0343 -0.0147 -0.6284  0.047
H 0.5031 -0.2815 -1.4506  0.046
H 1.0561 1.3372 -1.3507  0.061
H -0.3078 -0.2220 0.5465  -0.098

Values from the calculation:
Gap between HOMO and LUMO ... 6.942 eV
2S+1 ... 1
Charge ... -1



Entry 5:
A single C2F3N molecule in a non-equilibrium geometry, computed with ωB97M-V with the def2-TZVPD basis set.

Each line ends with the Löwdin charge.
Geometry (Å):
C 0.7549 -0.0418 0.0626  -0.464
C -0.8302 0.3757 -0.2519  -0.196
N 1.0313 -1.0160 0.7142  0.272
F 1.5226 0.7510 -0.6627  0.092
F -1.3923 0.8888 0.7922  0.152
F -1.5293 -0.6287 -0.6845  0.145

Values from the calculation:
Gap between HOMO and LUMO (spin up / spin down) ... 10.065 / 8.341 eV
2S+1 ... 1
Charge ... 0



Entry 6:
2 unconnected molecules or ions with the total composition C13H18B3F13O4S in a non-equilibrium geometry, computed with ωB97M-V with the def2-TZVPD basis set.

Each line ends with the Löwdin charge.
Geometry (Å):
C -2.8553 -5.4457 -6.7687  -0.183
C -2.7287 -4.3990 -5.5457  -0.521
S -2.6290 -5.2755 -3.8962  0.811
C -0.8542 -5.2404 -3.3562  -0.364
B -0.6217 -4.7050 -1.8514  -0.476
O -0.1918 -5.6844 -0.8660  0.170
B -1.0947 -5.5986 0.2473  -0.251
O -1.9294 -4.4431 0.4180  0.169
B -1.2638 -3.2523 -0.1001  -0.432
C -1.1907 -1.9746 0.8830  -0.062
C -0.0323 -0.9314 0.5511  -0.190
C 1.4057 -1.3299 1.1075  -0.067
C 2.3392 -0.0357 0.9047  -0.304
F 1.8649 1.0751 1.6571  0.037
F 2.3600 0.3585 -0.4593  0.057
C 3.8524 -0.2803 1.4112  -0.364
F 4.3481 0.8686 2.0589  0.090
F 4.6630 -0.4190 0.2699  0.095
F 3.9426 -1.3632 2.2708  0.116
O -0.7746 -3.3193 -1.4427  0.225
H -2.0060 -6.1985 -6.7651  0.070
H -3.8447 -6.0105 -6.7511  0.071
H -2.7837 -4.8222 -7.7245  0.073
H -3.5995 -3.6645 -5.5149  0.073
H -1.7587 -3.8237 -5.7550  0.080
H -0.2601 -4.5753 -4.0688  0.091
H -0.4428 -6.3028 -3.4658  0.085
H -1.1425 -6.5321 0.9774  0.108
H -2.1831 -1.4054 0.7697  0.132
H -1.1862 -2.3646 1.9516  0.124
H -0.3180 0.0518 1.0697  0.119
H 0.0120 -0.6695 -0.5625  0.132
H 1.3724 -1.4787 2.2423  0.143
H 1.8742 -2.2368 0.6149  0.145
F -1.3354 5.0530 3.0982  0.095
C -0.5249 4.3619 3.9193  -0.302
F -1.0658 4.4656 5.1606  0.091
C 0.9093 4.8920 3.9224  -0.434
F 0.9593 6.1565 4.4029  0.128
F 1.6251 4.1288 4.8000  0.103
C 1.6625 4.8390 2.5739  -0.039
O 1.7094 6.0501 1.8046  0.034
C 0.6229 6.3373 0.9536  -0.512
F -0.1791 5.2618 0.8602  0.139
F 1.1520 6.5138 -0.2775  0.145
C -0.1272 7.6085 1.3649  -0.280
F -0.6167 7.5170 2.6179  0.098
F -1.1840 7.8264 0.5462  0.097
H -0.5555 3.3075 3.6313  0.172
H 2.7094 4.6475 2.8231  0.150
H 1.3647 3.9824 1.9642  0.136
H 0.5312 8.4789 1.3229  0.175

Values from the calculation:
Gap between HOMO and LUMO ... 8.979 eV
2S+1 ... 1
Charge ... 0
SMILES string ... CCSCB1OBOB(CCCC(F)(F)C(F)(F)F)O1.FC(F)C(F)(F)COC(F)(F)C(F)F